[1]
Below is a 3-piece molecular cluster, C9H9F3O9 overall in a non-equilibrium geometry, with properties calculated with the ωB97M-V functional and the def2-TZVPD basis.

Properties
**Energy relative to the best compared isomer or geometry (same formula, charge and spin)**: 38.4 kcal/mol
**LUMO**: 0.3 eV
**Largest force on an atom**: 0.114 hartree/bohr
**Kohn-Sham gap**: 11.30 eV
**SMILES**: O=C1OC[C@@H](F)O1.O=C1OC[C@@H](F)O1.O=C1OC[C@@H](F)O1

The geometry in XYZ format:
```
30
Properties=species:S:1:pos:R:3:forces:R:3
C 6.23201 -9.93023 -4.47389 0.084 2.014 1.702
C 6.60632 -9.11436 -3.17877 0.376 -1.973 -0.672
O 5.53495 -9.40285 -2.28686 0.426 -0.985 -1.212
C 4.50137 -9.90419 -3.07335 -4.976 0.417 3.080
O 3.36288 -10.18080 -2.63262 4.599 0.799 -1.319
O 4.78206 -9.84816 -4.34956 1.540 -1.139 -1.844
F 6.68791 -7.79153 -3.30204 -0.361 1.402 -0.676
H 6.64687 -10.93339 -4.37548 -0.533 -0.184 0.037
H 6.68958 -9.45910 -5.34381 -0.809 0.094 -0.191
H 7.62131 -9.41240 -2.91597 -0.304 -0.468 1.061
C 9.96335 -7.18018 -3.05342 -0.667 1.352 0.573
C 11.26003 -7.20082 -2.21746 -0.620 -0.117 -2.588
O 12.00069 -8.27984 -2.76527 -0.645 -0.126 -0.930
C 11.31035 -8.80667 -3.84186 1.267 -0.957 -1.496
O 11.73392 -9.69402 -4.56318 -1.301 2.063 1.971
O 10.16536 -8.09436 -4.03473 1.462 -2.948 -2.306
F 10.89517 -7.53947 -1.01337 0.084 -0.070 2.923
H 9.70425 -6.25110 -3.56112 0.190 0.302 0.487
H 9.10019 -7.56876 -2.51298 0.143 0.615 0.758
H 11.85915 -6.29460 -2.30648 0.031 -0.015 0.610
C 12.87416 -1.80572 -4.05826 1.079 1.371 -1.000
C 12.70771 -2.33077 -2.68823 2.183 0.602 0.695
O 12.01631 -3.48707 -2.92727 -1.526 -1.278 0.587
C 11.20329 -3.23088 -3.99991 -1.201 -2.061 -2.718
O 10.37486 -3.94419 -4.53646 1.336 0.901 2.358
O 11.62702 -2.13148 -4.59691 -0.829 0.989 -0.790
F 11.98070 -1.46416 -1.94684 -0.839 0.418 0.422
H 13.61672 -2.29080 -4.69182 0.340 -0.369 0.477
H 13.10219 -0.74190 -4.12439 -0.495 0.036 0.208
H 13.62788 -2.46360 -2.11924 -0.035 -0.686 -0.206
```
Forces are in eV/Å.


[2]
Below is a single C9H9IN2O molecule in a non-equilibrium geometry, with properties calculated with the ωB97M-V functional and the def2-TZVPD basis.

Properties
**Energy relative to the best compared isomer or geometry (same formula, charge and spin)**: 9.6 kcal/mol
**LUMO**: -0.1 eV
**Largest force on an atom**: 0.100 hartree/bohr
**Kohn-Sham gap**: 7.86 eV

The geometry in XYZ format:
```
22
Properties=species:S:1:pos:R:3:forces:R:3
C -1.05561 -0.39194 1.81543 -2.089 0.251 2.172
C 0.00957 -0.78288 0.93577 0.925 -2.006 0.447
C 1.60783 -0.50773 -2.15574 -0.240 0.625 2.584
C 0.35265 -0.09940 -0.13350 -1.162 1.900 -0.988
C 1.47431 -2.85455 1.25300 -3.548 3.749 -0.107
C 2.21295 -0.21742 -3.24904 0.616 -0.524 -2.164
C -1.45626 1.08686 1.64973 1.950 -1.199 -3.634
C -0.16931 1.26149 -0.56618 -1.787 -2.199 1.861
C -1.53949 1.50578 0.10112 1.332 1.406 1.093
N 1.30570 -0.44383 -0.98300 2.261 -1.583 -1.605
N 0.60020 -2.04121 1.11441 0.396 -0.730 0.233
O 2.19450 -3.68779 1.53000 2.635 -2.803 0.352
I -2.88588 -1.67626 1.37020 0.385 0.287 0.023
H -0.98685 -0.68945 2.92832 0.400 0.523 -1.960
H 2.63432 -0.84410 -4.00042 -0.033 -1.003 0.018
H 2.19999 0.77101 -3.61820 -0.131 1.307 0.224
H -2.33633 1.33714 2.10228 -2.178 0.493 1.431
H -0.63431 1.63891 2.01066 0.920 0.902 0.986
H 0.52019 1.92791 -0.16338 1.330 1.628 0.268
H -0.10434 1.19466 -1.62789 -0.534 0.702 -0.814
H -2.27352 0.85749 -0.33747 -0.744 0.312 -0.537
H -1.67033 2.65531 0.02390 -0.705 -2.037 0.116
```
Forces are in eV/Å.


[3]
Below is C9H9InNO6 as an isolated structure in a non-equilibrium geometry, with properties calculated with the ωB97M-V functional and the def2-TZVPD basis.

Properties
**Energy relative to the best compared isomer or geometry (same formula, charge and spin)**: 8.9 kcal/mol
**LUMO**: -15.4 eV
**Largest force on an atom**: 0.090 hartree/bohr
**Kohn-Sham gap**: 5.26 eV
**Total charge**: +3

The geometry in XYZ format:
```
26
Properties=species:S:1:pos:R:3:forces:R:3
O -0.37184 5.00552 -2.00927 0.491 -2.322 -1.005
C -0.16272 3.96827 -2.43317 -0.489 2.215 1.004
In -0.02179 -1.01107 -2.00143 -0.590 2.461 0.746
O -0.23404 0.38825 -5.62245 0.405 -0.709 2.967
C -0.09996 0.07446 -4.54077 -0.354 0.175 -2.267
C -0.13809 -3.39683 -2.30992 -1.150 -3.819 0.625
O -0.38240 -4.51005 -2.21240 1.124 4.442 -0.566
C -2.41750 0.09473 -2.21224 -1.758 0.095 0.532
O -3.48025 0.43950 -2.05184 2.294 -0.585 -0.452
C 2.41806 0.21428 -2.35381 1.497 -0.088 -0.261
O 3.48843 0.52770 -2.52134 -2.195 -0.454 0.349
C 0.38296 -0.31860 3.41790 0.673 -0.270 0.310
N -0.24651 0.18795 2.17386 0.819 -1.133 -2.708
C -1.38705 1.10513 2.30667 -0.361 0.390 -0.079
C 0.15385 -0.24105 0.96686 0.210 -0.087 3.409
C 1.36576 -1.13968 0.82786 -0.041 0.213 0.145
O -0.51546 0.10045 -0.08102 0.232 -0.954 -2.826
H -0.17707 0.10464 4.25634 0.315 -0.203 -0.180
H 1.44571 -0.01690 3.48473 -0.629 0.074 0.028
H 0.34072 -1.42380 3.46548 -0.208 0.596 -0.031
H -1.17834 2.08273 1.83321 0.074 -0.471 0.359
H -2.29937 0.69741 1.83481 0.440 -0.010 0.345
H -1.50649 1.20725 3.38709 -0.444 0.344 -0.430
H 1.09625 -2.08477 0.30272 -0.037 0.313 0.110
H 2.17402 -0.60690 0.28539 -0.387 -0.231 0.347
H 1.75311 -1.44862 1.80674 0.072 0.018 -0.471
```
Forces are in eV/Å.


[4]
Below is C9H9MoN2O6S5Sb as an isolated structure in a non-equilibrium geometry, with properties calculated with the ωB97M-V functional and the def2-TZVPD basis.

Properties
**2S+1**: 2
**⟨S²⟩**: 0.777
**Energy relative to the best compared isomer or geometry (same formula, charge and spin)**: 14.6 kcal/mol
**LUMO (alpha / beta)**: 0.6 / 1.0 eV
**Largest force on an atom**: 0.033 hartree/bohr
**Kohn-Sham gap (alpha / beta)**: 5.49 / 6.22 eV
**Total charge**: -1

The geometry in XYZ format:
```
33
Properties=species:S:1:pos:R:3:forces:R:3
Mo -0.01373 1.07525 1.23096 0.458 0.307 1.599
O 3.24510 -3.85636 0.51386 0.015 -0.237 -0.048
C 2.08170 -4.05253 -0.09085 -0.133 0.068 -0.087
O 1.79342 -5.10257 -0.61017 0.063 -0.021 0.005
C 1.13366 -2.90882 -0.11093 0.286 -0.228 0.099
C -0.08447 -2.91322 -0.75237 -0.171 -0.311 -0.267
N -0.65275 -1.72604 -0.53854 -0.238 0.020 -0.111
N 0.11478 -0.94244 0.20312 0.042 -0.064 -0.153
C 1.20367 -1.63745 0.46422 0.205 0.372 0.396
C 2.20404 -0.90030 1.27630 -0.798 0.848 -0.143
O 3.25899 -1.38001 1.60614 0.668 -0.320 0.181
O 1.79016 0.31439 1.58577 0.208 -0.763 -0.265
H 3.31427 -2.95961 0.91617 0.058 0.225 0.116
H -0.54876 -3.68943 -1.34271 0.042 0.125 0.076
H -1.49593 -1.29819 -0.90173 -0.157 0.097 -0.092
S 0.33671 1.74023 5.91006 -0.138 0.002 -0.045
Sb -1.26127 2.02375 4.36167 0.151 0.078 0.194
S -0.04797 3.03468 2.37306 0.001 -0.231 -0.465
S -1.14672 -0.04509 2.93869 0.129 0.243 -0.903
C -2.95699 2.05039 0.64776 0.042 0.005 -0.165
C -1.88484 1.08730 0.14622 -0.447 0.301 -0.055
O -2.17977 0.42099 -0.82458 -0.017 -0.441 -0.300
H -2.54256 3.01060 0.92433 0.092 0.147 0.070
H -3.40919 1.60261 1.53065 -0.016 -0.014 0.142
H -3.71106 2.15826 -0.13316 -0.023 -0.026 0.008
C -0.63443 2.26389 -3.31478 0.296 -0.241 0.101
O 0.46660 1.33966 -3.16870 -0.098 0.303 0.190
C 1.18488 1.27475 -2.03069 -0.474 -0.091 -0.124
S 2.38728 0.16622 -1.96952 0.035 0.166 -0.017
S 0.77581 2.40600 -0.72610 -0.163 -0.300 -0.003
H -0.97497 2.13113 -4.33761 0.031 -0.044 -0.029
H -0.31229 3.28752 -3.15605 0.094 0.099 0.006
H -1.43339 2.02444 -2.62052 -0.043 -0.073 0.089
```
Forces are in eV/Å.


[5]
Below is an isolated ion of composition C9H9N2O and charge +1 in a non-equilibrium geometry, with properties calculated with the ωB97M-V functional and the def2-TZVPD basis.

Properties
**Energy relative to the best compared isomer or geometry (same formula, charge and spin)**: 66.8 kcal/mol
**LUMO**: -4.4 eV
**Largest force on an atom**: 0.060 hartree/bohr
**Kohn-Sham gap**: 7.93 eV
**Total charge**: +1
**SMILES**: [NH+]#COC/C=N/c1ccccc1

The geometry in XYZ format:
```
21
Properties=species:S:1:pos:R:3:forces:R:3
C 3.32447 -0.67502 0.09129 0.144 0.576 -1.647
C 2.92077 0.58762 0.55313 -0.094 -0.521 -0.554
C 2.42068 -1.56780 -0.50988 -1.053 2.425 1.502
C 1.56863 0.97855 0.51519 0.507 -0.015 -0.360
C 1.07037 -1.22365 -0.50233 -0.110 1.253 1.240
C 0.69311 0.04254 -0.00030 -0.100 -0.155 -0.254
C -1.27859 1.46528 -0.15541 -1.744 -2.490 0.612
C -2.99854 -0.94905 0.23874 0.102 -2.318 0.582
C -2.82542 1.42428 -0.16700 -0.099 0.635 -0.300
N -3.10522 -2.07447 0.58643 0.634 1.249 0.013
N -0.69143 0.35190 -0.02392 -0.894 0.269 0.159
O -3.40262 0.07088 -0.24713 -0.081 1.371 -0.846
H 4.41189 -0.79410 -0.13798 -1.012 -0.227 0.799
H 3.78348 1.19650 0.73476 -0.267 0.876 0.653
H 2.79128 -2.40355 -0.96897 0.610 -2.173 -0.962
H 1.08352 1.95235 0.72663 1.179 -0.485 0.307
H 0.19166 -1.79892 -0.71796 0.243 -0.829 -0.759
H -1.03009 2.45439 -0.45101 1.350 0.873 0.018
H -3.46535 1.87516 0.64081 1.168 0.105 -0.847
H -3.02236 1.79506 -1.17952 -0.703 0.297 0.462
H -2.44027 -2.70794 0.97443 0.219 -0.715 0.181
```
Forces are in eV/Å.


[6]
Below is an isolated ion of composition C9H9N2O and charge +1 in a non-equilibrium geometry, with properties calculated with the ωB97M-V functional and the def2-TZVPD basis.

Properties
**Energy relative to the best compared isomer or geometry (same formula, charge and spin)**: 91.8 kcal/mol
**LUMO**: -6.1 eV
**Largest force on an atom**: 0.075 hartree/bohr
**Kohn-Sham gap**: 6.01 eV
**Total charge**: +1
**SMILES**: N#[N+]/C=C\C[C@@H]1C=CCC1=C=O

The geometry in XYZ format:
```
21
Properties=species:S:1:pos:R:3:forces:R:3
C 0.43354 -0.91398 0.79789 1.433 -1.611 1.817
C 1.71731 -0.87112 1.14881 -0.725 -0.083 0.116
C -1.80184 -1.31148 0.48232 -1.016 -1.856 -1.464
C -1.29426 -1.03767 -0.73493 -0.748 -0.060 1.026
C 1.57233 1.46368 -0.58818 -1.110 -0.937 -1.633
C 2.28285 2.15811 0.28581 1.092 0.551 -0.626
C -0.82435 -1.37501 1.61009 0.943 1.089 0.288
C 0.16758 0.98664 -0.53974 0.382 0.369 -0.336
C 0.11454 -0.56716 -0.64699 2.209 0.445 1.418
N 1.37732 2.41884 2.53849 0.966 1.022 -1.955
N 1.81548 2.51091 1.51906 -1.946 -1.624 2.875
O 2.86022 -0.71484 1.36714 -0.800 -0.242 -0.042
H -2.81949 -1.77352 0.51465 0.822 0.882 0.428
H -1.93670 -1.02818 -1.59913 0.252 0.018 -0.369
H 2.08280 1.12133 -1.51559 0.066 0.551 0.835
H 3.30444 2.41379 0.16459 0.732 0.315 -0.146
H -0.74815 -2.36457 2.12597 0.017 0.735 -0.676
H -1.05431 -0.61413 2.40010 0.016 -0.662 -0.483
H -0.32303 1.32850 0.37836 -0.281 -0.173 -0.405
H -0.34801 1.31760 -1.42086 -0.283 0.914 -0.525
H 1.02242 -0.95506 -1.23478 -2.022 0.357 -0.142
```
Forces are in eV/Å.


no.,total energy (eV)
1,-36057.92218
2,-22604.26628
3,-28392.64641
4,-87319.22592
5,-14496.31499
6,-14495.22907